The following is a quantum chemistry calculation of a structure of composition C80H186As3F18N3O7P4 at a distorted geometry, from the Open Molecules 2025 dataset.

Results
charge	+2
orbital gap	5.56	eV
HOMO level	-9.968	eV
lowest unoccupied orbital energy	-0.1620	hartree

Last column: Löwdin charge in e.
CARTESIAN COORDINATES (ANGSTROEM)
As -0.5801 -0.1637 1.0536  0.70
As 2.1368 -4.3462 7.9123  0.90
As 2.1351 -2.8349 -5.5920  0.76
P 3.2867 -3.8431 -0.3562  1.12
P 2.6208 5.4984 1.8182  1.02
P -0.7128 0.2046 -7.1454  1.02
P -3.6169 -4.1662 0.5609  0.98
F 0.5731 -0.7025 -0.0668  -0.22
F 1.2446 -1.3781 -5.4280  -0.26
F 0.9165 -3.3880 -6.7105  -0.25
F 0.4141 -0.7317 2.4019  -0.25
F 2.9426 -2.0565 -7.0022  -0.27
F 3.0756 -4.2621 -5.8456  -0.23
F -1.7984 0.3982 2.1269  -0.24
F -1.3905 -1.7194 1.0079  -0.27
F 1.2388 -3.6677 -4.3272  -0.24
F 3.1992 -3.0280 8.7658  -0.27
F 1.2838 -3.0279 7.0588  -0.27
F 3.0785 -5.6031 8.7293  -0.25
F 3.2432 -2.2366 -4.4307  -0.21
F 1.0175 -5.4940 7.3246  -0.22
F 3.3380 -4.4045 6.6067  -0.24
F 0.1234 1.3753 1.0889  -0.22
F 1.0864 -4.2424 9.3451  -0.26
F -1.6002 0.3285 -0.2694  -0.25
O -4.6033 6.2207 -3.9467  -0.19
O 5.1624 -1.1209 1.2800  -0.08
O -3.9091 4.0385 1.5118  0.11
O -0.7086 -0.4534 8.8989  -0.19
O 5.1664 -3.0106 2.3786  -0.09
O -0.0166 2.4330 5.8190  -0.24
O -2.4389 4.7088 3.1427  0.05
N -5.9752 4.0271 -3.6540  0.22
N 1.6571 -1.5258 9.8533  0.19
N -2.6675 3.0883 5.5712  0.04
C 8.1642 -5.9197 -1.0129  -0.12
C 1.3635 2.4248 5.4829  -0.09
C 1.3655 1.2416 -8.9477  -0.21
C -1.4720 -1.3996 -6.8281  -0.27
C 1.6813 -7.2981 -4.0976  -0.10
C -5.0157 -2.0987 1.9845  -0.20
C 3.6218 0.4637 3.4373  -0.07
C 4.1915 7.5182 0.4368  -0.26
C 3.6780 4.0380 1.6060  -0.22
C 0.0145 5.2024 -2.1357  -0.09
C 3.1133 1.6029 -7.0416  -0.08
C 3.5738 7.0107 1.7737  -0.28
C 5.9575 -5.0136 -0.6230  -0.27
C -0.4520 1.0323 -5.5566  -0.27
C 4.0989 -2.6802 -1.5327  -0.22
C -1.7607 2.5874 -8.2329  -0.24
C -2.7582 -4.4617 2.1347  -0.25
C -7.3175 -5.8931 -0.3018  -0.27
C -4.8355 -5.3907 0.0968  -0.25
C 1.3771 -6.5570 -2.8284  -0.31
C -5.9633 -0.8731 1.7280  -0.23
C -1.9372 1.0671 -8.0999  -0.27
C 1.4327 5.6073 0.4670  -0.27
C -4.0538 6.2134 2.4214  0.01
C 4.6245 1.1877 -1.2526  -0.11
C -1.6033 0.8810 -4.5682  -0.22
C 5.7093 9.2216 -0.6115  -0.10
C 4.1304 1.6938 2.6633  -0.24
C 0.0702 6.7926 4.8599  -0.23
C -5.3715 4.5382 -2.3747  -0.30
C -4.9140 3.3904 -1.5017  -0.02
C -2.4669 -3.5611 -7.7804  -0.28
C -2.9255 -5.0786 4.6744  -0.24
C -4.1621 5.3567 -2.9007  -0.18
C 0.7516 0.0232 -8.2390  -0.23
C 0.5055 4.3982 0.2428  -0.24
C 3.0318 0.3135 8.8379  -0.01
C 1.6271 -0.1157 9.4249  -0.29
C 1.0921 7.5481 5.7421  -0.09
C -3.5888 -4.9935 3.2857  -0.23
C -1.1985 1.7501 -3.3682  -0.25
C 3.0952 2.7955 2.3750  -0.22
C -2.2594 1.6587 5.5919  -0.41
C 4.7125 -4.9110 0.2590  -0.24
C -1.1988 -2.2933 -2.9135  -0.13
C -4.3307 -2.4880 0.6423  -0.26
C 2.0982 2.2730 -8.0268  -0.23
C -2.4162 -4.4604 -9.0116  -0.09
C -0.8050 1.5237 5.0489  -0.16
C 5.6826 -1.8914 2.1338  -0.73
C -5.3429 0.3477 1.0282  -0.11
C 1.9502 -4.7871 -1.2726  -0.26
C 6.8707 -6.1584 -0.1957  -0.24
C 3.6861 -1.1573 -1.3757  -0.23
C -3.5904 3.3995 -6.5948  -0.12
C 4.8415 -0.2371 -1.8075  -0.24
C 4.9572 8.8031 0.6737  -0.28
C 0.8466 -4.8731 4.3608  -0.14
C -8.7132 -5.4349 0.0656  -0.12
C 0.5017 6.5093 3.4175  -0.25
C 0.0737 1.3249 -2.6172  -0.08
C 1.8398 -3.9607 3.6732  -0.22
C -3.2467 0.8129 4.8390  -0.08
C 6.9304 -1.4679 2.8845  -0.01
C -3.0463 3.3544 -8.0302  -0.25
C 1.6285 5.5123 3.3322  -0.26
C 2.5143 -5.8156 -2.2125  -0.28
C 2.5362 -3.2560 1.1912  -0.28
C -1.9577 -3.5346 -3.1179  -0.25
C -1.3417 -1.4413 8.1275  -0.10
C -3.0366 -3.8180 -2.0556  -0.22
C -6.2999 -5.1191 0.5136  -0.26
C -0.5345 4.7995 -0.7597  -0.26
C -2.4926 -3.7079 5.1312  -0.11
C -2.4224 -4.1545 -0.6892  -0.29
C -3.4975 6.8448 -4.6660  -0.03
C -1.8709 -2.1915 -8.0813  -0.27
C 0.5068 0.1298 8.3882  -0.15
C 2.1574 -4.3583 2.1795  -0.20
C -3.4801 4.8420 2.2531  -0.57
H 2.1674 -2.1926 9.1778  0.04
H 0.4344 -4.4217 5.2989  0.04
H -6.4988 -5.3330 1.5945  0.13
H 5.5671 1.7410 -1.4379  0.08
H 5.7429 -0.5370 -1.2908  0.10
H 0.7828 -7.8088 -4.4913  0.08
H -7.1265 -5.6632 -1.3527  0.11
H -1.1525 5.6010 -0.3130  0.11
H 2.6639 -0.9723 -1.7450  0.10
H -1.1821 3.8913 -0.8711  0.11
H 2.6286 2.9916 -8.6691  0.11
H 0.2886 6.2513 -2.1662  0.08
H 0.1329 1.9170 -1.6919  0.06
H -3.6674 -5.5264 5.3371  0.11
H -3.4535 4.5998 -3.2564  0.12
H -1.3669 2.8192 -9.2296  0.11
H -0.7625 1.7954 3.9883  0.11
H 6.3640 10.0800 -0.3505  0.08
H 5.1536 -2.6840 -1.3085  0.08
H -0.6831 -2.0424 -6.3318  0.08
H 8.0648 -5.9710 -2.0912  0.07
H 3.1502 -6.4716 -1.6487  0.11
H 3.1750 -5.4297 -2.9881  0.11
H -4.5111 6.2768 3.3971  0.09
H -1.8908 -5.1247 -0.6821  0.12
H -5.7154 2.6663 -1.2626  0.10
H -2.3928 3.7975 3.4737  0.08
H -3.6380 -4.6272 -2.4648  0.10
H -0.4981 -2.1994 -3.7493  0.06
H -2.5792 -1.7236 -8.7578  0.10
H 2.6913 0.1876 2.9091  0.07
H -1.7216 -0.1814 -4.3259  0.07
H -3.4982 -1.7929 0.4077  0.09
H 3.4089 7.6823 -0.3404  0.12
H -6.9753 3.7562 -3.5339  0.20
H -3.1187 -5.3083 -8.8737  0.08
H -0.3370 6.0783 2.8300  0.10
H -1.0022 2.9192 -7.4880  0.09
H 3.9414 3.9624 0.5744  0.09
H 1.4411 -0.4564 -7.5982  0.03
H -2.5945 -3.8599 -9.9269  0.08
H -2.6406 6.8653 -4.0056  0.08
H -1.6695 -3.3605 -0.3824  0.11
H -4.4388 3.7946 -0.6080  0.06
H 1.1184 3.5704 -0.1443  0.11
H -1.9821 0.5230 -9.0153  0.09
H 5.0312 2.0197 3.1868  0.11
H 1.4075 -2.9232 3.6184  0.11
H 6.4959 -7.1432 -0.3442  0.10
H 4.4450 -5.9060 0.6515  0.11
H 0.6425 -5.8039 -3.1353  0.08
H -2.9054 0.7694 -7.6134  0.11
H 1.9769 5.9045 -0.4181  0.08
H 3.3927 -0.3004 8.0096  0.09
H -6.8357 -1.2443 1.1357  0.11
H -1.9043 -1.4472 -2.8555  0.08
H 4.9569 -0.2420 -2.8850  0.10
H 4.9684 -4.2440 1.0502  0.03
H 4.5809 4.2651 2.1716  0.10
H 4.3094 -0.3668 3.3431  0.05
H 2.1860 -1.5734 10.7151  0.17
H 2.8993 3.2814 3.2933  0.04
H 4.5555 1.2971 1.7183  0.08
H -7.3158 -6.9636 -0.1291  0.12
H -3.3098 -2.9859 4.9956  0.07
H 2.0816 -6.5480 -4.7979  0.07
H -4.0693 -5.9148 2.9707  0.11
H 3.8251 1.7765 -1.7072  0.05
H -0.5680 -2.1346 -2.0630  0.06
H -6.3532 -0.5758 2.6923  0.10
H -3.3341 7.0438 2.4851  0.09
H 0.9186 -0.4409 7.5427  0.12
H 4.1642 9.5497 1.0091  0.13
H 3.8044 0.2036 9.5744  0.08
H 1.7088 -2.6358 0.8799  0.06
H -4.0959 2.8443 -2.0734  0.10
H 0.7224 7.4364 2.9171  0.10
H -5.8675 4.7561 -4.3468  0.14
H -0.7268 4.9664 -2.8834  0.04
H -9.5565 -5.9281 -0.4741  0.09
H -0.2130 5.8735 5.3609  0.10
H -5.4639 3.2238 -3.9905  0.15
H -0.9356 -2.2581 -8.6552  0.11
H -4.3056 -1.8546 2.7885  0.11
H -3.6776 5.8206 -2.0107  0.15
H 1.4526 0.4610 10.3545  0.16
H -2.0552 -5.7426 4.7961  0.11
H -2.1301 -3.7018 6.1579  0.07
H 1.1968 -5.2641 -0.6274  0.10
H -5.0014 -2.4844 -0.1978  0.08
H 4.8080 6.6633 0.1289  0.12
H 1.4198 -4.0253 -1.8360  0.07
H -1.8703 -3.9431 -6.9642  0.09
H 3.3386 0.7362 4.5023  0.07
H 6.6160 -4.1420 -0.4585  0.11
H 2.7183 -3.9132 4.3080  0.09
H 1.2485 4.5026 3.3860  0.07
H 6.9183 -0.3904 2.9831  0.06
H -1.6537 -1.0055 7.1715  0.08
H 7.2401 -6.0326 0.8192  0.12
H -8.8378 -4.3288 -0.1260  0.09
H -2.3506 1.3668 6.6755  0.14
H -0.8828 7.3169 4.7428  0.11
H -4.7405 0.1962 0.1483  0.05
H 0.9541 1.4125 -3.2866  0.09
H -4.3483 4.1568 -6.5375  0.05
H 1.9587 6.9202 5.9325  0.06
H -3.5806 3.3315 5.9290  0.08
H -4.7771 6.3327 1.6054  0.09
H 0.7333 -1.8557 10.0373  0.13
H 0.0795 4.1737 1.1994  0.09
H -1.2365 -4.3675 -3.0118  0.11
H -0.0117 0.2972 -2.2687  0.05
H 4.9378 9.5137 -1.3158  0.07
H -2.3412 -1.2389 -6.1598  0.11
H -2.7714 3.6816 -5.8691  0.09
H 8.5047 -4.9233 -0.8436  0.06
H 2.4902 -8.0426 -3.9533  0.09
H -6.0418 1.2123 0.8783  0.08
H -6.4302 -4.0436 0.3588  0.09
H 1.7842 1.4304 5.6100  0.07
H -3.4948 -3.4625 -7.4197  0.11
H -1.4137 -4.9114 -9.0242  0.08
H 0.3803 -0.6089 -9.0558  0.11
H 3.7774 0.9727 -7.6535  0.09
H 4.4674 1.1255 -0.1677  0.04
H 1.3616 2.8310 -7.4446  0.07
H -3.1749 6.3290 -5.5935  0.09
H -4.6276 0.8057 1.7096  0.05
H 2.6024 0.9154 -6.3838  0.04
H 1.4979 2.8050 4.4855  0.04
H -1.9856 1.7731 -2.5861  0.09
H -0.4058 0.4891 5.2764  0.14
H 5.7754 -4.9929 -1.7001  0.11
H 0.8460 4.5662 -2.4103  0.08
H -3.8018 3.0022 -8.7377  0.12
H 3.8319 -3.1434 -2.4645  0.05
H 0.5092 0.5459 -5.2674  0.08
H -1.9861 3.6180 6.1492  0.09
H -3.6578 -2.9235 -1.9453  0.10
H -2.5181 1.1412 -5.0698  0.08
H -1.6164 -3.3228 4.6163  0.06
H -0.0624 -4.9802 3.7413  0.04
H 7.7999 -1.9604 2.4579  0.08
H -4.3464 -4.2859 3.5655  0.08
H 0.9131 -7.1954 -2.1183  0.10
H 1.2556 -4.8520 1.8243  0.09
H -4.7643 -5.3084 -1.0093  0.08
H -5.6691 -2.8936 2.3631  0.09
H -2.9016 -0.2113 4.9271  0.06
H -0.2051 2.0666 -5.7420  0.08
H 0.3572 1.1584 8.0461  0.13
H 4.3555 6.9555 2.5357  0.11
H 5.6091 8.7017 1.5537  0.11
H 3.6318 -1.0407 -0.2723  0.07
H -4.2739 0.8032 5.2524  0.09
H -2.7534 4.3726 -8.3520  0.12
H -4.0226 2.4654 -6.2440  0.05
H -2.3115 -3.6004 -4.1442  0.11
H 1.1887 -5.8950 4.6093  0.09
H 2.1190 0.8019 -9.5903  0.11
H -0.7007 -2.3211 8.0129  0.07
H 3.2979 -2.5880 1.5614  0.06
H -2.2432 -1.7372 8.6476  0.10
H 2.1714 2.4803 1.8407  0.11
H 0.9606 6.5484 0.7724  0.10
H 3.7708 2.2617 -6.5032  0.07
H 2.9346 7.7716 2.1978  0.09
H -3.3674 1.0048 3.7695  0.05
H 0.6333 1.7930 -9.5978  0.11
H -0.9928 2.7557 -3.7545  0.08
H 1.4504 8.5564 5.3685  0.09
H -2.0610 -5.2673 1.9404  0.10
H 6.8021 -1.9641 3.8710  0.09
H -4.5927 -6.4562 0.3370  0.13
H 3.0133 1.3384 8.5749  0.06
H 0.7368 7.8494 6.7314  0.07
H 2.3111 5.6148 4.1758  0.11
H 8.9507 -6.6076 -0.7088  0.07
H -8.9066 -5.6610 1.0916  0.06
H 2.9716 -5.0414 2.1992  0.08
H 6.2945 8.3817 -1.0600  0.09
H -2.2079 -3.5558 2.2668  0.07
H 1.7911 3.1828 6.1737  0.11
H -6.1282 5.1473 -1.9315  0.15
H -3.8179 7.8216 -4.9131  0.08